Record 1
Molecular formula: C27H39Cl12F5N4PS
Method: DFT, ωB97M-V with the def2-TZVPD basis set

Each line ends with the Mulliken charge.
Geometry (Å):
1 C -1.96 1.89 2.70  -0.02
2 C -3.13 0.86 2.20  0.22
3 N -4.40 1.04 2.77  -0.60
4 C -2.95 -0.38 1.14  -0.94
5 C -2.00 -0.04 -0.16  0.90
6 C -2.40 -1.24 -1.21  -0.98
7 C -1.16 -2.20 -1.68  0.34
8 C -0.70 -3.33 -0.59  0.23
9 C -0.38 -3.09 1.00  0.12
10 C 0.14 -4.29 2.04  -0.70
11 C 0.37 -5.83 1.49  -0.45
12 C 0.01 -6.10 -0.10  -0.21
13 C -0.51 -4.90 -1.14  -0.48
14 C -0.43 0.37 0.06  -0.08
15 C -0.16 1.75 -0.85  0.88
16 C 1.05 2.63 -0.20  -0.34
17 C 2.47 1.81 -0.55  -0.49
18 C 3.77 2.40 0.24  -0.72
19 C 3.66 2.21 1.89  0.82
20 F 3.04 3.45 2.46  -0.31
21 F 2.83 1.01 2.26  -0.28
22 C 5.15 1.93 2.59  0.48
23 F 6.26 2.53 1.78  -0.23
24 F 5.12 2.70 3.89  -0.24
25 F 5.38 0.46 2.81  -0.21
26 N 0.13 1.13 -2.21  -0.22
27 C 0.32 2.13 -3.17  0.18
28 S 1.17 3.37 -4.04  -0.02
29 C -1.67 2.37 -0.97  -0.68
30 P -2.33 4.08 -1.48  0.15
31 N -1.68 4.67 -2.86  -0.60
32 N -2.55 1.33 -0.60  0.19
33 H -2.38 2.50 3.63  -0.13
34 H -1.07 1.24 3.14  0.25
35 H -1.63 2.59 1.82  0.00
36 H -5.07 0.33 2.42  0.25
37 H -4.04 -0.62 0.72  0.62
38 H -2.62 -1.36 1.73  0.14
39 H -3.28 -1.93 -0.85  0.27
40 H -2.80 -0.70 -2.19  0.34
41 H -1.53 -2.80 -2.65  0.34
42 H -0.24 -1.56 -2.05  -0.43
43 H -0.51 -2.03 1.48  0.20
44 H 0.37 -4.00 3.16  0.28
45 H 0.77 -6.67 2.23  0.25
46 H 0.14 -7.21 -0.54  0.27
47 H -0.72 -5.23 -2.25  0.22
48 H 0.43 -0.33 -0.36  -0.49
49 H -0.07 0.51 1.19  -0.11
50 H 1.15 3.73 -0.66  0.47
51 H 0.96 2.80 0.97  0.26
52 H 2.37 0.67 -0.29  0.15
53 H 2.68 1.89 -1.70  0.49
54 H 4.70 1.73 -0.09  0.13
55 H 4.03 3.49 -0.09  0.38
56 H -2.06 5.06 -0.44  0.19
57 H -3.77 3.98 -1.74  0.15
58 H -2.42 4.81 -3.59  0.22
59 H -3.54 1.65 -0.64  0.42
60 C -4.60 4.62 5.40  -0.25
61 Cl -5.16 4.87 3.74  -0.14
62 Cl -2.84 4.41 5.45  -0.17
63 H -4.87 5.48 6.00  0.23
64 H -5.07 3.72 5.80  0.32
65 C 2.62 -9.31 -1.54  -0.28
66 Cl 2.08 -8.80 0.06  -0.12
67 Cl 1.66 -8.56 -2.82  -0.14
68 H 3.67 -9.03 -1.67  0.27
69 H 2.53 -10.40 -1.62  0.30
70 C 2.27 -3.11 -2.73  -0.10
71 Cl 1.73 -2.59 -1.13  -0.04
72 Cl 1.31 -2.35 -4.00  -0.13
73 H 3.32 -2.82 -2.85  0.09
74 H 2.18 -4.19 -2.80  0.30
75 C 6.15 -0.68 -1.92  -0.44
76 Cl 6.43 -2.15 -2.85  -0.17
77 Cl 4.42 -0.42 -1.65  -0.01
78 H 6.66 -0.76 -0.96  0.33
79 H 6.55 0.17 -2.48  0.33
80 C -4.01 8.66 5.35  -0.26
81 Cl -3.87 8.30 7.07  -0.14
82 Cl -5.63 8.28 4.76  -0.13
83 H -3.82 9.73 5.20  0.31
84 H -3.28 8.07 4.80  0.23
85 C -0.45 -3.72 -6.99  -0.38
86 Cl -0.38 -4.33 -5.33  -0.04
87 Cl -1.85 -2.68 -7.24  -0.15
88 H 0.46 -3.15 -7.20  0.25
89 H -0.51 -4.57 -7.68  0.32

Its multiplicity is 1. The HOMO energy is -10.15 eV. The calculation puts the frontier orbital gap at 0.191 hartree. Its total charge is +1.


Record 2
Molecular formula: C3H6O2S
Method: DFT, ωB97M-V with the def2-TZVPD basis set

Each line ends with the Mulliken charge.
Geometry (Å):
1 O 2.16 0.41 -0.02  -0.56
2 C 1.63 -0.72 -0.39  -0.37
3 C 0.49 -0.85 0.61  -0.44
4 C -0.54 0.16 0.15  0.14
5 O -0.19 1.39 0.08  -0.45
6 S -2.11 -0.22 -0.16  -0.32
7 H 3.05 0.57 -0.51  0.33
8 H 2.45 -1.51 -0.46  0.35
9 H 1.15 -0.69 -1.45  0.26
10 H 0.99 -0.37 1.62  0.24
11 H 0.17 -1.87 0.55  0.35
12 H 0.78 1.41 0.08  0.48

Its multiplicity is 1. The HOMO energy is -8.27 eV. The calculation puts the frontier orbital gap at 0.309 hartree. Its total charge is 0. The structure (SMILES) is OCCC(O)=S.


Record 3
Molecular formula: CH2I2
Method: DFT, ωB97M-V with the def2-TZVPD basis set

Each line ends with the Mulliken charge.
Geometry (Å):
1 C -0.10 0.08 0.26  -0.85
2 I -1.41 1.71 -0.11  0.10
3 I -0.59 -1.92 0.01  0.14
4 H 0.56 0.17 1.01  0.55
5 H 1.54 -0.03 -1.17  0.06

Its multiplicity is 1. The HOMO energy (spin up / spin down) is -9.56 / -8.52 eV. The calculation puts the frontier orbital gap (spin up / spin down) at 0.317 / 0.283 hartree. Its total charge is 0.


Record 4
Molecular formula: C24H28N2O5S
Method: DFT, ωB97M-V with the def2-TZVPD basis set

Each line ends with the Mulliken charge.
Geometry (Å):
1 C -4.01 -1.78 -0.65  -1.27
2 C -5.37 -1.64 0.04  0.72
3 C -5.81 -3.00 0.59  -1.66
4 C -5.29 -0.59 1.17  -0.15
5 C -6.63 -0.37 1.87  -1.77
6 N -4.81 0.68 0.64  0.01
7 C -5.44 1.40 -0.31  0.63
8 O -6.53 1.14 -0.78  -0.64
9 C -4.68 2.65 -0.76  -0.57
10 O -3.33 2.72 -0.32  -0.46
11 C -2.44 1.99 -1.03  0.52
12 O -2.74 1.29 -1.96  -0.63
13 C -1.08 2.18 -0.50  -0.92
14 C -0.04 1.58 -1.09  -0.08
15 C 1.36 1.67 -0.71  1.38
16 C 2.33 1.15 -1.58  -0.86
17 C 3.67 1.23 -1.27  -0.49
18 C 4.06 1.82 -0.08  -0.08
19 S 5.79 1.78 0.40  1.15
20 O 5.97 2.62 1.54  -0.69
21 O 6.61 1.99 -0.75  -0.68
22 N 5.99 0.19 0.90  -0.03
23 C 5.25 -0.18 2.11  -0.70
24 C 4.22 -1.24 1.68  -0.67
25 C 4.74 -1.67 0.34  1.22
26 C 4.36 -2.71 -0.48  -0.71
27 C 5.01 -2.87 -1.70  -0.54
28 C 6.01 -2.01 -2.08  -0.52
29 C 6.41 -0.95 -1.27  -0.55
30 C 5.76 -0.80 -0.06  -0.49
31 C 3.12 2.33 0.80  -0.62
32 C 1.78 2.27 0.48  -0.73
33 H -4.07 -2.54 -1.42  0.44
34 H -3.71 -0.85 -1.13  0.14
35 H -3.25 -2.07 0.06  0.32
36 H -6.11 -1.30 -0.69  0.29
37 H -5.15 -3.32 1.40  0.35
38 H -5.77 -3.75 -0.20  0.43
39 H -6.83 -2.97 0.96  0.39
40 H -4.55 -0.92 1.90  0.53
41 H -6.54 0.46 2.58  0.43
42 H -7.39 -0.12 1.14  0.36
43 H -6.93 -1.26 2.42  0.46
44 H -3.91 1.01 0.95  0.22
45 H -4.73 2.69 -1.85  0.32
46 H -5.17 3.54 -0.35  0.37
47 H -0.99 2.84 0.35  0.43
48 H -0.26 0.96 -1.95  0.40
49 H 2.01 0.70 -2.51  0.40
50 H 4.42 0.86 -1.95  0.55
51 H 5.97 -0.61 2.81  0.46
52 H 4.82 0.71 2.56  0.31
53 H 3.21 -0.81 1.58  0.19
54 H 4.16 -2.06 2.39  0.43
55 H 3.57 -3.39 -0.18  0.47
56 H 4.72 -3.69 -2.34  0.41
57 H 6.51 -2.15 -3.03  0.41
58 H 7.18 -0.26 -1.56  0.50
59 H 3.47 2.79 1.71  0.55
60 H 1.05 2.67 1.17  0.30

Its multiplicity is 1. The HOMO energy is -8.80 eV. The calculation puts the frontier orbital gap at 0.292 hartree. Its total charge is 0. The structure (SMILES) is CC(C)[C@H](C)NC(=O)COC(=O)/C=C/c1ccc(S(=O)(=O)N2CCc3ccccc32)cc1.


Record 5
Molecular formula: C5H12O4
Method: DFT, ωB97M-V with the def2-TZVPD basis set

Each line ends with the Mulliken charge.
Geometry (Å):
1 C -2.78 -0.31 4.84  -1.16
2 C -1.99 -1.54 5.27  -0.68
3 C -0.55 -1.51 4.74  1.68
4 C 0.27 -2.66 5.30  -1.74
5 C -0.47 -1.50 3.22  -1.70
6 O -0.06 -0.27 5.26  -0.33
7 O 1.37 -0.26 4.83  -0.33
8 H -3.76 -0.30 5.30  0.40
9 H -2.26 0.60 5.14  0.29
10 H -2.93 -0.32 3.75  0.28
11 H -1.95 -1.59 6.37  0.35
12 H -2.48 -2.47 4.94  0.33
13 H -0.14 -3.63 5.00  0.36
14 H 1.30 -2.56 4.96  0.43
15 H 0.26 -2.60 6.39  0.39
16 H -0.95 -2.38 2.77  0.33
17 H -0.95 -0.60 2.82  0.41
18 H 0.58 -1.48 2.94  0.43
19 H 1.62 0.63 5.15  0.31
20 O 2.59 2.48 5.70  -0.07
21 O 3.69 1.91 5.77  0.03

Its multiplicity is 1. The HOMO energy (spin up / spin down) is -9.61 / -9.61 eV. The calculation puts the frontier orbital gap (spin up / spin down) at 0.281 / 0.280 hartree. Its total charge is 0. The structure (SMILES) is CCC(C)(C)OO.O=O.


Record 6
Molecular formula: C6H12S2
Method: DFT, ωB97M-V with the def2-TZVPD basis set

Each line ends with the Mulliken charge.
Geometry (Å):
1 C 2.93 -1.88 -1.80  -0.77
2 C 1.60 -1.95 -1.90  -0.03
3 C 0.83 -2.88 -1.08  0.02
4 C -0.49 -2.81 -0.92  -0.83
5 H 3.44 -2.64 -1.23  0.22
6 H 3.55 -1.13 -2.27  0.28
7 H 1.07 -1.29 -2.57  0.39
8 H 1.41 -3.60 -0.52  0.24
9 H -0.99 -3.55 -0.31  0.25
10 H -1.08 -2.01 -1.35  0.24
11 C 0.63 0.93 -0.71  -0.80
12 S -0.09 2.15 0.41  -0.08
13 S -1.20 0.81 1.57  -0.03
14 C -2.33 2.00 2.30  -0.89
15 H 1.39 0.33 -0.22  0.35
16 H -0.17 0.28 -1.07  0.14
17 H 1.01 1.49 -1.56  0.37
18 H -3.12 2.30 1.61  0.31
19 H -2.74 1.51 3.18  0.31
20 H -1.78 2.87 2.66  0.30

Its multiplicity is 1. The HOMO energy is -7.84 eV. The calculation puts the frontier orbital gap at 0.312 hartree. Its total charge is 0. The structure (SMILES) is C=CC=C.CSSC.


Record 7
Molecular formula: C2H3N3O
Method: DFT, ωB97M-V with the def2-TZVPD basis set

Each line ends with the Mulliken charge.
Geometry (Å):
1 O 2.06 -0.24 -0.11  -0.46
2 C 0.73 -0.17 -0.08  0.60
3 N -0.02 -1.23 -0.19  -0.49
4 C -1.28 -0.69 -0.13  -0.01
5 N -1.36 0.60 -0.12  -0.55
6 N 0.00 1.02 -0.03  -0.19
7 H 2.44 0.65 -0.14  0.35
8 H -2.18 -1.29 -0.09  0.40
9 H -0.38 1.35 0.89  0.35

Its multiplicity is 1. The HOMO energy is -10.00 eV. The calculation puts the frontier orbital gap at 0.387 hartree. Its total charge is 0. The structure (SMILES) is Oc1ncn[nH]1.


Energy? In order: -8031.3873; -666.5145; -634.5169; -1815.2682; -498.4200; -1032.1241; -317.4706 Ha.